No. 1
Here is C9H18AgBrO3 as an isolated structure in a non-equilibrium geometry from the OMol25 dataset. Energies are from ωB97M-V with the def2-TZVPD basis set.

Cartesian coordinates (Å):
1 C -2.43878 -1.20320 16.21891
2 H -2.90466 -2.15024 10.60449
3 Br -2.08667 -5.43617 16.07080
4 O -0.89055 -3.83411 11.08130
5 C -2.23800 -1.87230 11.42084
6 H -1.49314 -3.36405 22.26671
7 O -3.49711 -5.16424 20.55831
8 H -2.69532 -1.58153 15.22938
9 C -1.85563 -3.65190 19.62955
10 H 0.97729 -2.27119 16.34429
11 H -2.73526 -1.33254 12.22674
12 C -1.79983 -3.34827 13.28378
13 H -0.83029 -3.43310 19.92771
14 H -1.57034 -1.09941 11.04008
15 H -1.57258 -4.40432 13.42937
16 H -0.56035 -3.19074 16.22301
17 H -1.84762 -4.07395 18.62461
18 H -2.77928 -1.86178 17.01793
19 H -2.85929 -0.21716 16.41639
20 C -0.90440 -1.08022 16.13331
21 H -3.16528 -2.81994 22.19821
22 H -0.07135 -2.40249 17.68255
23 H -2.52737 -2.79390 19.60337
24 Ag -2.80502 -7.72600 14.90872
25 C -2.70685 -4.28545 20.78499
26 C -0.08246 -2.28605 16.59884
27 H -2.86199 -3.26265 13.51312
28 H -2.65405 -4.43475 22.89959
29 O -0.32056 -0.12062 15.75313
30 H -1.18111 -2.72205 13.92653
31 C -2.52020 -3.69423 22.11103
32 C -1.54309 -3.10318 11.83931

LUMO level (alpha / beta) in eV: -5.9 / -9.0
Multiplicity: 2
Total energy in Eh: -3300.0369
Energy above the lowest of the compared OMol25 structures with the same formula, charge and spin in kcal per mole: 0.0
Frontier orbital gap (alpha / beta) in eV: 6.339 / 2.995
Total charge: +1

Here are the Löwdin charges for atoms 1 to 5, given in e: C 0.003; H 0.109; Br 0.296; O 0.098; C -0.012

---

No. 2
Here is a 11-piece molecular cluster, C5H27NO10 overall in a non-equilibrium geometry from the OMol25 dataset. Energies are from ωB97M-V with the def2-TZVPD basis set.

Cartesian coordinates (Å):
1 O -3.05970 1.36972 -2.18201
2 O 1.01879 4.03797 -1.06978
3 H -0.51928 -2.07693 3.96776
4 H -0.88398 1.64384 3.73829
5 H -0.06882 -2.89393 -2.36867
6 O 0.05577 -4.19789 -1.30052
7 H -0.85488 -1.57970 -2.83246
8 O -0.89666 -2.37368 3.15033
9 C 0.40894 1.42317 1.98422
10 H -0.77557 -1.48746 -0.74816
11 H 0.50142 -3.13388 1.60283
12 H 0.34446 4.05489 -0.37353
13 H 4.04935 2.40556 0.11218
14 H 2.52431 -0.22306 -2.61018
15 H 0.41711 -1.79805 0.88887
16 C -1.53367 0.38476 1.99151
17 O 2.37180 -0.87892 -0.20856
18 C -1.40729 -0.67634 -0.41904
19 H -2.44079 -0.02458 2.40563
20 H 1.93505 -0.76376 -1.07245
21 O 3.24392 1.96824 0.42702
22 H 1.24125 -1.13006 -2.86416
23 H -1.87441 -0.26213 -1.29990
24 H 0.86604 -4.54401 -1.69032
25 H -2.15772 -1.27728 0.11059
26 H -1.71205 2.31404 0.32063
27 H -2.80754 3.19560 0.65192
28 H 2.49447 -1.82792 -0.06853
29 O -0.14523 -2.19895 -3.06480
30 H 0.24879 -3.69801 -0.47685
31 H 3.47790 1.09219 0.06935
32 N 0.19852 0.90162 0.73654
33 C -0.65190 1.13258 2.83032
34 O -2.01539 3.21061 0.11132
35 H 1.47292 3.20506 -0.84185
36 H 0.90884 0.86394 0.02488
37 H -2.69354 1.80551 -1.39585
38 C -0.93358 0.14863 0.74197
39 H -1.58968 -1.91881 2.68371
40 O 1.60912 -0.34624 -2.38201
41 H 1.30793 2.02807 2.08288
42 H -3.05357 2.06901 -2.83412
43 O 0.78757 -2.68937 0.78448

LUMO level in eV: 0.3
Total energy in Eh: -1013.8492
Energy above the lowest of the compared OMol25 structures with the same formula, charge and spin in kcal per mole: 74.8
Frontier orbital gap in eV: 8.826
Structure (SMILES): Cc1ccc[nH]1.O.O.O.O.O.O.O.O.O.O

Here are the Löwdin charges for atoms 1 to 5, given in e: O -0.061; O -0.071; H 0.049; H 0.091; H -0.001

---

No. 3
Here is C16H30MoN4 as an isolated structure from the OMol25 dataset. Energies are from ωB97M-V with the def2-TZVPD basis set.

Cartesian coordinates (Å):
1 Mo 0.21635 -0.08894 -0.90291
2 H -2.82741 -0.49493 0.36828
3 H -0.62082 0.91113 -4.08677
4 N -0.63907 1.56211 -2.09434
5 H -0.16703 2.59080 -3.90409
6 C -1.51476 0.31224 2.80975
7 C 0.21963 -1.77627 -3.62810
8 H -0.36659 -1.14339 -4.29048
9 H 1.34288 -1.45567 -0.05471
10 H -0.24181 -2.67649 -1.82506
11 H 2.96086 1.30784 2.13226
12 C 2.78053 0.57448 1.34780
13 C 1.42513 1.25042 -3.42011
14 H -0.45258 2.44004 -1.60955
15 C -0.04755 1.59848 -3.46913
16 H -2.30950 2.86652 2.10316
17 H -3.51179 0.89182 2.99727
18 C -1.44184 0.18131 4.19396
19 C -2.81805 0.74606 2.16668
20 H -0.25356 -0.30113 5.90443
21 H -2.06027 2.03080 0.57130
22 H 3.73724 0.33597 0.88003
23 C -2.70997 2.09214 1.44902
24 H 1.77434 -0.80463 4.59050
25 C 1.64200 -1.27385 -3.47764
26 C -0.27382 -0.20944 4.82711
27 H 2.15003 1.07677 0.59725
28 H -1.65483 1.51030 -2.15354
29 H -4.42615 -0.04324 0.95554
30 C -3.42419 -0.33522 1.27131
31 H 1.40705 -2.63893 1.21128
32 H 2.67005 0.06793 -2.34806
33 H -3.69374 2.41765 1.10922
34 C 0.86860 -0.48907 4.08861
35 H 2.10335 -1.12902 -4.45656
36 H 1.96670 2.04043 -2.89641
37 C 2.11465 -0.67756 1.91447
38 H 2.24076 -2.01295 -2.94121
39 N -0.45854 -1.79877 -2.29655
40 N 1.71166 -0.01573 -2.67562
41 H 0.23074 -2.77025 -4.07557
42 C 0.85692 -0.37274 2.70775
43 H -2.32448 0.39469 4.78339
44 H 2.89315 -2.05046 0.41610
45 H 1.82995 1.19574 -4.43308
46 C -0.34262 0.02804 2.10267
47 H -1.46743 -1.82643 -2.42626
48 H 2.81961 -1.12337 2.62143
49 N -0.34764 0.13087 0.69776
50 C 1.93862 -1.75746 0.85426
51 H -3.50474 -1.28865 1.79317

LUMO level (alpha / beta) in eV: -7.0 / -7.1
Multiplicity: 3
Total energy in Eh: -914.3340
Energy above the lowest of the compared OMol25 structures with the same formula, charge and spin in kcal per mole: 0.0
Frontier orbital gap (alpha / beta) in eV: 7.338 / 7.255
Total charge: +2

Here are the Löwdin charges for atoms 1 to 5, given in e: Mo 1.461; H 0.041; H 0.110; N -0.069; H 0.140

---

No. 4
Here is an isolated ion of composition C3H9N2O and charge +1 in a non-equilibrium geometry from the OMol25 dataset. Energies are from ωB97M-V with the def2-TZVPD basis set.

Cartesian coordinates (Å):
1 H -0.40772 -0.74827 -1.93169
2 N -0.06333 -0.25348 0.09582
3 H -1.55138 1.20486 0.89063
4 H 1.98711 -0.77479 -0.29750
5 C -0.52930 0.72927 1.18148
6 H -0.49509 0.41041 2.15337
7 H 1.35092 0.65101 -1.02101
8 C 1.29866 0.03075 -0.13771
9 H -1.07094 0.73070 -1.24046
10 O 0.58232 1.64410 1.15244
11 N 1.68705 0.87455 1.01148
12 H -1.93979 -0.64343 -0.94629
13 H -0.07085 -1.20713 0.61468
14 H 1.88856 0.13650 1.73848
15 C -0.91281 -0.27987 -1.11769

LUMO level in eV: -3.7
Total energy in Eh: -304.0838
Energy above the lowest of the compared OMol25 structures with the same formula, charge and spin in kcal per mole: 104.5
Frontier orbital gap in eV: 11.361
Total charge: +1
Structure (SMILES): C[N@H+]1CNOC1

Here are the Löwdin charges for atoms 1 to 5, given in e: H 0.114; N -0.118; H 0.193; H 0.156; C -0.026

---

No. 5
Here is C37H32ClN7O3S2Yb as an isolated structure in a non-equilibrium geometry from the OMol25 dataset. Energies are from ωB97M-V with the def2-TZVPD basis set.

Cartesian coordinates (Å):
1 H -5.15504 -1.68572 0.31297
2 C -2.77411 1.92289 5.41964
3 C -0.00129 4.71695 -0.91478
4 C -0.43946 1.02730 4.10268
5 C 0.82291 -3.60607 1.84640
6 C 3.09212 3.50253 0.28463
7 H -0.07467 -6.86178 2.39994
8 H 5.08000 3.63896 -0.38221
9 H -3.66999 2.28186 5.91328
10 C -3.20722 -0.27005 -2.74784
11 Cl 2.04175 -7.87984 0.76555
12 C 3.38353 0.67066 0.00649
13 C 0.98520 1.08226 -0.47133
14 N -3.01286 0.00281 -1.31648
15 H -0.62484 1.84338 -2.57807
16 C 2.84178 -2.81058 0.55463
17 H -2.61370 0.49006 -3.25579
18 H 1.23297 -1.78106 -2.22613
19 C -3.73540 -0.42223 -0.30252
20 H -3.90456 -0.40683 1.68674
21 C -0.48840 1.19972 5.49495
22 H -2.20839 0.56007 -1.04419
23 H -4.62259 -1.93872 -1.24828
24 H -0.57518 6.67554 -1.57081
25 H 3.19978 -5.36358 0.11208
26 O 0.46469 -2.41837 2.17598
27 C -0.62317 2.90663 -2.36198
28 N -3.48953 0.07027 0.90324
29 O -1.49735 -1.65521 0.34570
30 H -1.68432 3.44460 -4.14265
31 C -1.67551 6.11381 -3.93083
32 H 0.41325 0.98188 6.05504
33 C -2.75291 1.75950 4.04424
34 H -2.56102 0.48589 1.11233
35 H -1.18873 -3.04380 -3.48181
36 C -1.20417 3.79691 -3.23705
37 H 3.83341 -3.17044 0.28033
38 C 4.41984 1.54949 -0.35482
39 N -2.08249 6.87573 -4.69180
40 C 4.68516 -1.16854 -0.84122
41 H 6.53442 -0.67147 -1.80070
42 H -1.61585 1.76146 7.22793
43 N 0.55081 -2.11320 -1.55443
44 H -3.18283 -1.65344 -4.35322
45 O -2.41490 -3.20927 -0.98356
46 C 0.03713 3.34536 -1.20176
47 C 0.48189 -6.01763 2.01332
48 H -3.63368 1.99180 3.45534
49 C 2.33052 -5.18363 0.73495
50 C -1.65853 -2.25784 -0.75730
51 C 4.23794 2.99439 -0.15327
52 C 5.56534 1.05265 -0.95797
53 Yb 0.34840 -0.65532 1.06228
54 H 6.34819 1.74535 -1.24830
55 H 0.42261 5.06820 0.01797
56 C 5.67921 -0.29960 -1.25002
57 H 2.96543 4.57230 0.41121
58 C 1.59045 -6.24122 1.18905
59 H -4.25542 -0.07532 -2.98341
60 N -4.77962 -1.26158 -0.51948
61 C 0.12088 -4.73645 2.34011
62 H -3.37180 -2.46545 -2.80993
63 H 1.54857 2.81691 1.61275
64 C -0.57455 5.61600 -1.79271
65 C 0.80849 2.42537 -0.40903
66 N 2.15627 1.17068 0.45331
67 C -1.35265 -1.98718 -3.25814
68 C -1.15809 5.17007 -2.97921
69 H -0.81651 -1.41032 -4.02061
70 H -0.72580 -4.54053 2.98545
71 H 0.58965 -3.12742 -1.52251
72 H 4.78281 -2.21881 -1.08072
73 H -0.76560 -0.58066 -1.77141
74 S -1.64858 1.22397 1.59721
75 C -1.61122 1.31702 3.36701
76 C -2.84043 -1.66061 -3.31447
77 C 1.96464 -3.86037 1.03937
78 N 2.56419 -1.56671 0.40782
79 C -1.62689 1.63888 6.15048
80 S 1.08168 0.51568 3.36676
81 C -0.80137 -1.66855 -1.88694
82 C 1.93117 2.62742 0.60408
83 C 3.56413 -0.70785 -0.14354

LUMO level (alpha / beta) in eV: 2.1 / 2.1
Multiplicity: 2
Total energy in Eh: -4453.5134
Energy above the lowest of the compared OMol25 structures with the same formula, charge and spin in kcal per mole: 105.5
Frontier orbital gap (alpha / beta) in eV: 6.241 / 6.237
Total charge: -1

Here are the Löwdin charges for atoms 1 to 5, given in e: H 0.112; C -0.132; C -0.012; C -0.703; C -0.360

---

No. 6
Here is one molecule with the formula C11H14BN2O3P in a non-equilibrium geometry from the OMol25 dataset. Energies are from ωB97M-V with the def2-TZVPD basis set.

Cartesian coordinates (Å):
1 C 0.23631 1.21142 2.14271
2 C 1.67847 -0.68771 0.49928
3 C 2.69272 0.48499 -1.46638
4 H -1.71303 -3.93853 0.79627
5 H -1.80928 -2.70344 -0.45908
6 H 1.20471 1.92684 4.05109
7 C -0.26819 -0.84217 -0.97310
8 C -1.83610 -2.86643 0.61833
9 O 0.71469 -3.17226 1.47402
10 C 2.35045 0.47293 -0.18015
11 C -1.67623 1.99349 -2.34334
12 N -0.62928 -1.18124 -2.01268
13 O 0.39541 2.72359 -0.35103
14 H -1.97017 2.99960 -2.64428
15 N -2.96380 0.14281 1.67280
16 C -1.87684 0.40806 1.41463
17 H 1.99437 -1.59856 -0.01503
18 H 2.93714 1.41949 -1.95897
19 H 2.00652 -0.77597 1.53388
20 C 0.80932 1.59170 3.12211
21 O -1.78717 1.86090 -0.91771
22 B -0.63744 1.83102 -0.19276
23 H 0.78438 -3.52096 0.57350
24 C -0.48994 0.70879 0.97007
25 H -0.66777 1.78606 -2.70611
26 H -2.35576 1.27283 -2.79013
27 P -0.50692 -2.05199 1.57466
28 H 2.78303 -0.42053 -2.05665
29 C 0.13791 -0.63922 0.42252
30 H 2.58709 1.33594 0.43265
31 H 0.67464 2.81350 -1.26910
32 H -2.79928 -2.58494 1.03799

LUMO level in eV: 0.5
Total energy in Eh: -1128.9709
Frontier orbital gap in eV: 9.741
Structure (SMILES): C#C[C@@](C#N)(B(O)OC)[C@@](C#N)(CC=C)P(C)O

Here are the Löwdin charges for atoms 1 to 5, given in e: C -0.094; C -0.187; C 0.018; H 0.044; H 0.024